(1)
# C28H28CrN9O2S

C28H28CrN9O2S as an isolated structure (ωB97M-V/def2-TZVPD, the Open Molecules 2025 dataset).

```
69
Properties=species:S:1:pos:R:3:forces:R:3:lowdin_spin:R:1
Cr 0.432123 -0.685615 -0.807730 0.0 -0.2 0.1 3.783
S -6.204878 -4.221527 -1.273712 0.0 0.0 0.0 -0.001
O 1.671738 -1.560233 -3.229761 0.0 0.0 0.0 0.028
O 1.899141 2.572460 -1.429438 0.0 0.0 0.0 0.008
N 3.475514 0.474189 1.837500 0.0 0.0 0.0 0.003
N -1.190750 -0.969001 -2.113070 -0.1 0.0 0.0 0.000
N -5.066577 -4.310036 -0.137548 0.0 0.0 0.0 -0.001
N 3.259553 -0.756663 2.326151 0.0 0.0 0.0 0.003
N -0.729040 -2.161512 0.235661 0.0 0.0 -0.1 0.007
N 1.526645 0.423565 -2.136654 0.0 0.1 0.0 0.005
N 1.959606 -0.434578 0.644143 0.0 0.1 -0.1 0.010
N -5.490987 -3.206490 -2.300674 0.0 0.0 0.0 -0.001
N 2.354050 -1.293037 1.608981 0.0 0.0 0.0 0.007
C -3.413681 0.957164 -0.219344 0.0 0.0 0.0 0.006
C -2.516024 -0.528835 -4.047126 0.0 0.0 0.0 -0.001
C -3.333879 -2.009510 -2.365465 0.0 0.0 0.0 0.000
C -4.315819 -2.899251 -1.777050 0.0 0.0 0.0 0.000
C -4.071992 -3.533410 -0.534026 0.0 0.0 0.0 0.000
C -1.902457 -2.442287 -0.371294 0.0 0.0 0.0 0.009
C -2.834295 -3.312119 0.189221 0.0 0.0 0.0 0.000
C -0.452362 -2.758957 1.390669 0.0 0.0 0.0 0.013
C -2.712585 1.778652 -1.092596 0.0 0.0 0.0 0.001
C -1.330620 -3.645355 2.009408 0.0 0.0 0.0 -0.001
C 2.024813 1.689994 -2.266078 0.0 0.0 0.0 0.006
C -2.819808 0.514239 0.955836 0.0 0.0 0.0 0.002
C 4.407453 1.403951 2.480117 0.0 0.0 0.0 0.000
C 3.709406 2.352554 3.456321 0.0 0.0 0.0 0.000
C -1.373173 -0.354463 -3.274175 0.0 0.0 0.0 0.012
C -1.518495 0.885362 1.284580 0.0 0.0 0.0 0.013
C 3.058009 1.597253 4.609958 0.0 0.0 0.0 0.000
C -0.813942 1.687386 0.383552 0.0 0.0 0.0 0.014
C 2.789744 1.827222 -3.574390 0.0 0.0 0.0 0.000
C -3.509215 -1.364014 -3.589320 0.0 0.0 0.0 0.010
C -1.405678 2.135835 -0.792488 0.0 0.0 0.0 0.011
C 2.670570 0.665946 0.800185 0.0 0.0 0.0 0.013
C -2.154392 -1.789197 -1.656145 0.0 0.0 0.0 0.009
C -0.911344 0.493883 2.604877 0.0 0.0 0.0 0.002
C 2.765233 0.423026 -4.174061 0.0 0.0 0.0 0.001
C 2.709375 3.267196 2.755415 0.0 0.0 0.0 0.000
C 1.950765 -0.376165 -3.174975 0.0 0.0 0.0 0.011
C -2.536175 -3.921042 1.409642 0.0 0.0 0.0 0.010
H 3.790889 2.199336 -3.360714 0.0 0.0 0.0 0.000
H -3.185331 2.144071 -1.995245 0.0 0.0 0.0 0.000
H 0.122672 0.161288 2.493232 0.0 0.0 0.0 0.001
H 2.654470 2.299018 5.339430 0.0 0.0 0.0 0.000
H 3.750428 -0.030539 -4.275367 0.0 0.0 0.0 0.000
H 2.228834 0.978095 4.257922 0.0 0.0 0.0 0.000
H 2.592891 1.559535 0.191660 0.0 0.0 0.0 0.001
H -3.385473 -0.105276 1.643460 0.0 0.0 0.0 0.000
H 2.339757 4.022126 3.448535 0.0 0.0 0.0 0.000
H 3.768125 0.946318 5.121118 0.0 0.0 0.0 0.000
H 2.298060 2.578862 -4.192026 0.0 0.0 0.0 0.000
H -1.049940 -4.102070 2.947366 0.0 0.0 0.0 0.000
H -1.477368 -0.306866 3.080703 0.0 0.0 0.0 0.000
H 1.837349 2.708067 2.403983 0.0 0.0 0.0 0.000
H 0.506982 -2.526160 1.832099 0.0 0.0 0.0 0.001
H 3.150942 3.784420 1.901269 0.0 0.0 0.0 0.000
H 2.286759 0.365204 -5.151584 0.0 0.0 0.0 0.000
H 5.141291 0.782696 2.989428 0.0 0.0 0.0 0.000
H -3.252771 -4.598935 1.854594 0.0 0.0 0.0 0.000
H -0.836818 2.780161 -1.451220 0.0 0.0 0.0 0.000
H 0.188987 2.024504 0.621112 0.0 0.0 0.0 0.002
H -2.607860 -0.008359 -4.989314 0.0 0.0 0.0 0.000
H 4.905728 1.955061 1.683231 0.0 0.0 0.0 0.000
H -4.436410 0.677140 -0.441282 0.0 0.0 0.0 0.000
H -0.580106 0.307126 -3.591722 0.0 0.0 0.0 0.001
H -0.905806 1.345624 3.288307 0.0 0.0 0.0 0.000
H -4.418625 -1.528860 -4.152086 0.0 0.0 0.0 0.001
H 4.516776 2.971856 3.858037 0.0 0.0 0.0 0.000
```
Positions in Å, forces in eV/Å.

The calculation puts the energy relative to the best compared isomer or geometry (same formula, charge and spin) at 0.0 kJ/mol. The charge is +1. As for the spin multiplicity: 5. Its frontier orbital gap (alpha / beta) is 7.85 / 8.31 eV. The maximum force comes out at 0.20 eV Å⁻¹.

=====

(2)
# C28H28HgN3O2

C28H28HgN3O2 as an isolated structure (ωB97M-V/def2-TZVPD, the Open Molecules 2025 dataset).

```
62
Properties=species:S:1:pos:R:3:forces:R:3:lowdin_spin:R:1
Hg 0.743928 0.415782 1.963655 -0.2 0.0 -0.3 0.579
O 3.022214 1.712459 1.080403 0.0 0.0 -0.1 0.073
O 1.933419 -2.079795 -1.176606 0.0 0.0 -0.1 0.000
N -0.988558 1.403834 0.263703 0.3 -0.1 0.5 0.066
N -1.303170 -1.220413 0.850359 -0.1 0.1 0.2 0.040
N 2.146214 -0.161875 0.102460 -0.5 0.0 0.4 0.106
C -1.218774 0.602705 -0.683136 -0.2 -0.1 -0.1 0.007
C -2.264040 4.734006 1.106719 0.1 0.1 0.0 0.000
C 6.094133 -0.742315 -2.267623 0.0 0.0 0.0 0.000
C -1.453230 5.556335 0.336225 -0.1 0.0 0.0 0.000
C -3.026360 2.467252 1.885055 0.1 0.0 0.0 0.002
C 4.284902 0.443165 -0.583659 0.0 0.1 0.1 0.006
C -0.283068 3.619782 -0.514537 0.1 0.0 0.0 0.001
C -1.205705 -0.888467 -0.367736 0.1 -0.1 -0.3 0.008
C -1.081498 -4.654930 2.221083 0.0 0.0 0.0 0.000
C -0.466466 4.998218 -0.456242 0.0 0.0 0.0 0.000
C 0.771655 -3.003877 1.811157 0.0 0.1 0.1 0.021
C -1.641280 -2.542078 1.245190 0.1 0.0 -0.1 0.003
C -1.652426 1.011243 -2.061993 0.0 0.0 0.1 0.003
C -2.116875 3.355122 1.075223 -0.1 -0.1 0.0 0.001
C -4.018015 -2.013324 0.545971 0.0 0.0 0.1 0.000
C -3.349395 -4.181455 1.623900 0.0 0.0 0.0 0.000
C -2.986137 -2.921242 1.164305 0.0 0.0 -0.1 0.001
C -1.135869 2.809516 0.238431 0.0 0.0 -0.3 0.009
C 3.956333 -0.725424 -1.247543 -0.1 0.0 0.0 0.005
C 4.840929 -1.333007 -2.110316 0.0 -0.1 -0.1 0.001
C 5.506332 1.056801 -0.753808 0.0 0.0 0.0 0.001
C 3.112205 0.778136 0.294530 0.3 0.0 -0.1 0.017
C -1.157661 -1.853331 -1.516564 -0.1 0.1 -0.1 0.002
C 6.422023 0.434707 -1.601149 0.0 0.0 0.0 0.000
C -2.408154 -5.047354 2.155781 0.0 0.0 0.0 0.001
C 2.564317 -1.112541 -0.802088 0.2 0.2 0.0 0.007
C -0.675666 -3.405265 1.769093 0.1 0.0 -0.1 0.002
C 0.831473 3.042056 -1.350736 0.0 0.1 0.0 0.000
H -3.010678 5.171025 1.759558 0.0 0.0 0.0 0.000
H -4.386074 -4.488245 1.547286 0.0 0.0 0.0 0.000
H -4.019159 -2.114051 -0.543206 0.0 0.0 0.0 0.000
H -0.334635 -5.334982 2.613718 0.0 0.0 0.0 0.000
H 4.571346 -2.236082 -2.642692 0.0 0.0 0.0 0.000
H -3.194491 2.893785 2.874414 0.0 0.0 0.0 0.000
H 6.827715 -1.205113 -2.915182 0.0 0.0 0.0 0.000
H 7.402759 0.869640 -1.744286 0.0 0.0 0.0 0.000
H 0.562161 3.027041 -2.410235 0.0 0.0 0.0 0.000
H -1.832397 2.083239 -2.098297 0.0 0.0 0.0 0.000
H -2.606705 1.469191 2.007089 0.0 0.0 0.0 0.003
H 1.727165 3.654802 -1.251211 0.0 0.0 0.0 0.000
H -5.015046 -2.267718 0.903167 0.0 0.0 0.0 0.000
H -0.873706 0.758604 -2.785483 0.0 0.0 0.0 0.001
H -2.006906 -1.732027 -2.191536 0.0 0.0 0.0 0.000
H -0.239832 -1.683534 -2.084390 -0.1 0.0 0.0 0.001
H -2.563461 0.487711 -2.354198 0.0 0.0 0.0 0.000
H -3.824703 -0.966082 0.780979 0.0 0.0 0.0 0.000
H -1.149840 -2.875978 -1.147758 0.0 0.0 0.0 0.000
H -2.708647 -6.022219 2.516786 0.0 0.0 0.0 0.000
H 5.738169 1.983786 -0.245704 0.0 0.0 0.0 0.000
H 1.093939 -2.539882 0.878730 -0.1 -0.1 0.0 0.000
H 1.407980 -3.867814 1.999082 0.0 0.0 0.0 0.001
H 0.945750 -2.280812 2.616719 0.0 0.0 0.0 0.029
H 0.188220 5.635977 -1.038970 0.0 0.0 0.0 0.000
H -3.999635 2.367493 1.398559 0.0 0.0 0.0 0.000
H 1.088350 2.027743 -1.047102 0.0 0.0 0.0 0.000
H -1.585346 6.630089 0.364649 0.0 0.0 0.0 0.000
```
Positions in Å, forces in eV/Å.

The charge is 0. As for the spin multiplicity: 2. Its frontier orbital gap (alpha / beta) is 7.63 / 6.87 eV. The maximum force comes out at 0.66 eV Å⁻¹.

=====

The lowest spin multiplicity belongs to which entry? C28H28HgN3O2

=====

What is the formula in the second record? C28H28HgN3O2